A structure of composition C27H25MnN6O2S. Source: the Open Molecules 2025 dataset; level of theory: ωB97M-V/def2-TZVPD.

The geometry in XYZ format:
```
62
Properties=species:S:1:pos:R:3:forces:R:3:nbo_charge:R:1
O -0.26841 -3.66303 1.64854 0.06 -0.12 0.30 -0.588
C -0.58778 -4.05607 -3.12807 -0.02 -0.02 -0.03 -0.392
C 3.36688 -0.40137 1.45767 0.08 -0.15 0.11 -0.165
C -2.55440 -0.56902 2.11474 0.91 0.41 -0.16 0.066
N 0.96112 3.62027 1.38409 0.93 0.54 -0.01 -0.252
H -5.56858 -1.98331 2.83309 -0.08 -0.05 0.12 0.211
C 3.54368 -1.14614 -0.48504 0.03 -0.16 -0.06 -0.222
C -0.03046 -4.30787 -0.70130 0.15 0.08 0.46 -0.335
N -2.80461 -0.28456 0.79154 -0.78 -0.40 0.56 0.003
C -0.36571 3.90719 1.48800 -0.85 -0.45 -0.28 0.158
H -4.12277 4.75696 1.49270 -0.01 0.02 0.02 0.190
H 1.66544 -1.52850 0.65974 0.04 0.04 -0.05 0.209
C 4.58145 0.86537 -1.62816 0.22 0.26 -0.15 -0.227
C 2.10372 1.83033 0.27039 1.15 -0.14 -0.65 0.311
S -1.09090 -0.11160 2.84723 -0.03 -0.03 -0.21 -0.229
H 3.26971 -0.04505 2.46992 0.02 0.12 0.16 0.202
C -1.29955 2.90191 1.05229 -0.04 0.80 0.61 -0.442
H -1.38814 -4.80670 -3.10586 -0.01 0.03 -0.04 0.183
Mn -0.32414 1.13838 0.74026 0.25 0.06 0.29 1.402
C -3.56906 -1.21835 2.83024 -1.03 -0.33 -0.20 -0.240
H 0.56572 0.97258 -2.06046 0.22 -0.12 -0.14 0.176
H -5.98308 -1.29923 0.45979 0.06 -0.04 -0.09 0.218
C 4.39567 -0.76041 0.69620 0.18 -0.20 0.14 -0.186
N -0.37751 -3.48503 -1.82922 0.07 0.09 -0.25 -0.424
C 1.54308 0.47748 -0.14388 -0.26 0.26 0.37 -0.553
C 3.29530 2.43226 -0.07575 -0.95 0.36 0.75 -0.397
H 2.35798 0.05126 -3.48509 -0.05 0.14 -0.03 0.187
H 1.03589 -4.55224 -0.69479 -0.09 -0.05 0.09 0.216
C -0.79605 5.16333 1.92803 0.32 -0.17 -0.04 -0.246
H -1.58580 -0.50531 -1.59562 0.00 -0.17 -0.10 0.439
C -3.06552 4.51679 1.50135 -0.20 0.06 -0.03 -0.253
C -2.63978 3.24964 1.09947 0.11 -0.25 -0.07 -0.225
H 5.15953 2.71687 -0.96302 0.00 -0.02 -0.09 0.191
H -2.47585 6.44489 2.22477 -0.04 0.08 0.05 0.193
C 2.33196 -0.69621 0.40140 -0.39 -0.17 -0.09 -0.229
H -3.40004 2.52231 0.82335 0.03 -0.03 -0.07 0.185
H 3.44473 3.40990 0.37044 -0.07 0.08 -0.04 0.212
H 0.32647 -4.54630 -3.46986 -0.03 0.07 -0.08 0.201
H -0.05797 5.87606 2.26509 0.07 0.13 0.00 0.203
C 4.35427 1.98729 -0.90212 0.46 -0.47 -0.50 -0.190
C 2.42397 0.02666 -2.40167 -0.05 -0.18 -0.24 -0.203
C -2.14182 5.46496 1.91138 -0.17 0.09 0.08 -0.234
H 5.49487 0.86382 -2.21311 0.12 0.05 0.03 0.183
C 1.44706 0.48680 -1.62214 -0.29 0.02 -0.26 -0.177
H 3.53132 -2.22348 -0.68384 -0.05 -0.04 -0.03 0.188
N -0.89705 -2.22090 -0.03990 -0.33 0.56 0.33 -0.638
H -3.36266 -1.47111 3.85909 0.07 0.02 -0.01 0.235
C -5.02452 -1.13902 0.93085 0.14 0.07 -0.18 -0.302
N -1.40996 -1.36026 -2.13332 -0.06 0.23 -0.22 -0.815
H -0.62084 -5.23009 -0.64387 0.04 0.08 -0.09 0.202
C -4.00378 -0.55535 0.22615 0.00 0.02 0.00 0.046
C -0.89042 -2.31772 -1.34569 0.11 -0.63 0.23 0.659
H 5.46643 -0.78485 0.83309 0.13 0.02 0.12 0.188
C 3.74190 -0.38056 -1.79663 -0.10 -0.17 0.13 -0.311
C -0.40086 -3.36729 0.48889 0.20 -0.75 -0.73 0.672
N 1.09998 2.37551 0.96691 -0.29 0.17 0.46 -0.442
H -0.86250 -3.28332 -3.84194 0.03 -0.03 -0.06 0.203
C -4.79455 -1.49798 2.26059 0.65 0.17 0.21 -0.172
O -1.89867 0.29126 0.02744 -0.58 0.08 -0.62 -0.656
H 4.27645 -1.04372 -2.48908 -0.06 0.17 0.03 0.199
H -4.08302 -0.26195 -0.81147 0.04 0.02 0.07 0.223
H -1.03783 -1.24620 -3.06381 0.02 -0.05 0.16 0.391
```
Forces are in eV/Å.

Its charge is -1. The spin multiplicity is 6. As for the expectation value of S²: 8.88. The value obtained for the molar mass is 552.5 g mol⁻¹. The energy above the lowest of the compared OMol25 structures with the same formula, charge and spin comes out at 89.38 kcal per mole. For the energy, the calculation gives -3071.95195 hartree. For the HOMO-LUMO gap (spin up / spin down), the calculation gives 0.1959 / 0.2272 Ha.